(1)
17
Properties=species:S:1:pos:R:3 method="wB97M-V/def2-TZVPD" e_above_lowest_ev=0.000 smiles="CC1=C[N+](C)=C(Cl)C1" charge=+1
C -0.581 -0.664 0.004
C -0.930 0.618 -0.131
C 1.354 0.353 -0.056
C 0.327 1.382 -0.075
C -2.236 1.245 -0.153
C 1.446 -2.088 0.271
N 0.780 -0.893 0.040
Cl 3.015 0.646 -0.223
H -1.157 -1.636 0.046
H 0.430 2.232 -0.870
H 0.428 1.983 0.789
H -2.818 1.006 0.734
H -2.857 0.995 -1.130
H -2.040 2.376 -0.345
H 1.708 -2.275 1.384
H 2.322 -2.223 -0.299
H 0.809 -3.056 0.015

---

(2)
8
Properties=species:S:1:pos:R:3 method="wB97M-V/def2-TZVPD" e_above_lowest_ev=1.365 smiles="C=C.N#P"
C 0.625 0.458 -0.038
C -0.220 1.427 0.341
N -0.892 -3.079 0.180
P -0.483 -3.033 -1.264
H 0.883 -0.340 0.633
H 1.137 0.767 -0.882
H -0.414 2.258 -0.266
H -0.635 1.540 1.295

---

(3)
10
Properties=species:S:1:pos:R:3 method="wB97M-V/def2-TZVPD" e_above_lowest_ev=1.770 charge=+1
O 1.025 1.020 1.000
H 0.915 1.143 1.924
H 1.310 1.931 0.725
H -0.339 -0.831 1.303
C -1.065 -0.460 -0.571
N 0.111 -0.594 -1.239
O -1.222 -0.893 0.726
H -2.091 -0.411 -1.199
H 0.991 -0.749 -0.562
H 0.366 -0.156 -2.107

---

(4)
Molecular formula: C16H42INO8S5
Method: DFT, wB97M-V/def2-TZVPD

```
73
C16H42INO8S5 wB97M-V/def2-TZVPD
C -1.463 0.729 2.614
C -0.336 0.096 1.774
O 0.445 1.135 1.144
N -0.278 1.584 0.018
C 0.450 1.045 -1.152
C 0.271 1.834 -2.452
C -1.158 1.713 -2.988
I -1.267 2.442 -5.016
C -0.209 3.031 0.077
O 0.651 3.579 0.601
O -1.220 3.705 -0.483
H -2.328 0.107 2.471
H -1.709 1.739 2.278
H -1.216 0.786 3.671
H 0.314 -0.532 2.376
H -0.774 -0.482 0.960
H 1.507 0.891 -0.949
H 0.038 0.050 -1.344
H 0.631 2.863 -2.404
H 0.903 1.334 -3.190
H -1.914 2.152 -2.348
H -1.369 0.649 -3.066
H -1.998 3.126 -0.416
C -3.801 -1.259 6.454
S -2.466 -1.639 5.314
O -2.932 -1.277 3.947
C -2.593 -3.427 5.465
H -3.925 -0.178 6.482
H -4.725 -1.723 6.107
H -3.539 -1.622 7.449
H -3.597 -3.748 5.184
H -2.374 -3.720 6.492
H -1.863 -3.877 4.794
C -1.791 -0.792 -8.905
S -2.576 -0.403 -7.332
O -2.716 -1.677 -6.582
C -4.190 -0.011 -8.026
H -0.769 -1.107 -8.704
H -2.332 -1.600 -9.399
H -1.781 0.097 -9.536
H -4.574 -0.870 -8.578
H -4.102 0.854 -8.685
H -4.863 0.226 -7.204
C 5.166 0.065 0.030
S 3.988 0.351 -1.293
O 3.051 -0.807 -1.311
C 5.157 0.112 -2.637
H 4.634 0.128 0.979
H 5.611 -0.923 -0.074
H 5.941 0.829 -0.003
H 5.599 -0.881 -2.569
H 5.933 0.876 -2.582
H 4.617 0.209 -3.578
C -5.443 -0.486 2.034
S -6.231 -0.123 3.605
O -6.314 -1.400 4.368
C -7.866 0.195 2.925
H -4.408 -0.754 2.235
H -5.952 -1.320 1.550
H -5.477 0.401 1.399
H -8.218 -0.683 2.383
H -7.820 1.058 2.261
H -8.543 0.409 3.751
C 8.218 0.738 2.286
S 9.224 0.005 0.986
O 8.299 -0.679 0.043
C 9.968 -1.264 2.021
H 7.628 1.542 1.847
H 7.552 -0.015 2.707
H 8.867 1.146 3.060
H 9.188 -1.887 2.459
H 10.560 -0.791 2.805
H 10.615 -1.875 1.396
```

Atom charges from the Löwdin analysis, given in e for atoms 1 to 4:
1 C -0.066
2 C -0.189
3 O -0.128
4 N -0.053

---

(5)
Molecular formula: C47H70IN23O3
Method: DFT, wB97M-V/def2-TZVPD

```
144
C47H70IN23O3 wB97M-V/def2-TZVPD
O -2.233 0.250 -0.286
C -2.067 -0.746 0.382
O -3.080 -1.150 1.231
O -0.884 -1.438 0.212
I 0.176 -1.626 1.911
H -3.127 -0.547 2.001
C -5.566 -3.837 1.800
C -4.575 -3.941 2.865
N -3.795 -4.021 3.705
H -5.100 -3.883 0.814
H -6.299 -4.644 1.850
H -6.116 -2.896 1.853
C 0.250 2.567 -0.065
C 1.263 2.475 0.977
N 2.062 2.397 1.800
H 0.693 2.514 -1.060
H -0.478 1.757 0.008
H -0.302 3.506 -0.005
C 1.234 0.722 -4.511
C 0.936 1.972 -3.823
N 0.697 2.958 -3.283
H 0.559 0.555 -5.349
H 2.249 0.712 -4.907
H 1.139 -0.134 -3.841
C -6.285 -1.274 -2.037
C -5.201 -1.301 -1.057
N -4.345 -1.321 -0.283
H -5.901 -1.301 -3.058
H -6.953 -2.129 -1.918
H -6.892 -0.372 -1.941
C 5.619 3.366 1.316
C 6.987 2.856 1.268
N 8.065 2.459 1.244
H 4.907 2.580 1.579
H 5.514 4.161 2.056
H 5.310 3.776 0.353
C 3.456 2.553 5.232
C 3.671 3.722 6.086
N 3.839 4.642 6.758
H 3.099 2.842 4.240
H 4.372 1.984 5.094
H 2.716 1.876 5.658
C 7.389 3.765 4.882
C 6.923 5.134 4.661
N 6.558 6.209 4.489
H 7.491 3.540 5.945
H 6.697 3.032 4.462
H 8.362 3.593 4.420
C -2.978 -1.294 5.224
C -3.434 0.075 5.003
N -3.795 1.152 4.828
H -2.894 -1.522 6.288
H -3.665 -2.020 4.788
H -2.001 -1.467 4.775
C 1.191 -0.389 7.178
C 1.384 -1.089 5.915
N 1.538 -1.636 4.918
H 1.823 0.495 7.243
H 0.159 -0.058 7.303
H 1.432 -1.025 8.031
C 5.109 0.665 -2.133
C 3.982 -0.242 -2.331
N 3.095 -0.955 -2.488
H 6.031 0.250 -2.541
H 4.938 1.625 -2.621
H 5.279 0.862 -1.073
C 1.852 -2.666 -7.000
C 1.407 -1.298 -7.232
N 1.056 -0.218 -7.415
H 1.959 -2.877 -5.934
H 1.146 -3.391 -7.405
H 2.820 -2.857 -7.470
C -8.861 -5.953 3.943
C -9.053 -5.556 2.551
N -9.204 -5.244 1.455
H -9.542 -6.757 4.226
H -7.845 -6.308 4.121
H -9.040 -5.119 4.623
C -0.940 -0.740 11.249
C -1.163 -0.359 9.858
N -1.340 -0.059 8.763
H -1.610 -1.545 11.555
H 0.081 -1.089 11.410
H -1.107 0.098 11.926
C -2.211 -3.515 -9.330
C -0.850 -4.043 -9.369
N 0.221 -4.459 -9.399
H -2.932 -4.286 -9.054
H -2.307 -2.706 -8.604
H -2.515 -3.119 -10.299
C 2.584 2.424 9.236
C 1.536 2.414 10.255
N 0.712 2.407 11.056
H 2.236 1.997 8.298
H 2.927 3.437 9.022
H 3.456 1.847 9.549
C 4.531 -3.824 -10.842
C 4.543 -3.151 -9.548
N 4.551 -2.622 -8.528
H 5.174 -3.316 -11.562
H 4.883 -4.853 -10.759
H 3.526 -3.856 -11.265
C 3.853 -3.296 0.645
C 4.077 -2.136 1.502
N 4.253 -1.222 2.177
H 3.491 -2.998 -0.341
H 4.771 -3.867 0.499
H 3.112 -3.972 1.075
C -1.983 2.032 -8.308
C -2.911 0.918 -8.467
N -3.643 0.040 -8.586
H -1.010 1.810 -8.748
H -2.357 2.938 -8.786
H -1.816 2.267 -7.256
C -3.056 -1.783 -5.166
C -3.987 -2.897 -5.314
N -4.720 -3.774 -5.431
H -2.085 -2.010 -5.610
H -3.430 -0.880 -5.651
H -2.883 -1.541 -4.116
C 0.756 6.232 5.267
C 0.536 6.616 3.876
N 0.362 6.918 2.781
H 0.088 5.424 5.571
H 1.778 5.885 5.433
H 0.583 7.067 5.947
C -0.917 5.565 -10.009
C -1.980 5.555 -9.008
N -2.817 5.549 -8.220
H -1.063 4.781 -10.754
H -0.878 6.517 -10.540
H 0.061 5.406 -9.553
C 7.506 -0.026 5.570
C 6.266 0.343 6.252
N 5.292 0.631 6.789
H 8.163 0.835 5.437
H 8.064 -0.777 6.130
H 7.311 -0.440 4.579
C -10.015 -2.368 -4.239
C -9.815 -1.188 -3.402
N -9.658 -0.260 -2.743
H -10.451 -2.103 -5.203
H -9.073 -2.882 -4.437
H -10.685 -3.085 -3.763
```

Atom charges from the Löwdin analysis, given in e for atoms 1 to 4:
1 O 0.091
2 C -0.740
3 O -0.072
4 O -0.584

---

(6)
93
Properties=species:S:1:pos:R:3 method="wB97M-V/def2-TZVPD" charge=+1
C 3.335 -2.951 4.011
C 2.575 -1.616 4.036
C 1.091 -1.748 3.731
O 0.768 -1.675 2.334
C 0.999 -0.435 1.762
N 0.039 -0.345 0.612
C -0.860 0.884 0.724
C -1.796 0.791 1.923
C -2.824 -0.335 1.824
C -3.937 -0.082 0.803
C -5.056 0.791 1.361
O -5.641 0.054 2.426
C 0.007 2.143 0.669
C -0.826 3.338 0.175
C -0.619 4.630 0.965
C -0.896 4.506 2.462
N 1.177 1.931 -0.194
C 0.915 1.016 -1.289
C 1.986 1.112 -2.374
C 1.831 2.333 -3.281
S 2.546 3.856 -2.598
C 1.157 4.900 -2.526
N 1.040 5.933 -1.767
N -0.204 6.506 -2.077
C -0.712 5.751 -2.979
O 0.073 4.712 -3.336
C 0.633 -0.452 -0.810
C 1.926 -1.277 -0.780
C 1.965 -2.623 -0.023
C 3.059 -2.699 1.021
F 4.289 -2.861 0.386
C -0.459 -1.058 -1.723
C -0.501 -2.566 -1.917
O -0.920 -3.244 -0.745
C -2.287 -3.656 -0.758
C -2.613 -4.309 0.566
H 2.772 -3.720 3.477
H 3.523 -3.315 5.022
H 4.308 -2.858 3.526
H 2.662 -1.155 5.023
H 3.040 -0.904 3.346
H 0.498 -0.992 4.261
H 0.725 -2.728 4.040
H 0.778 0.376 2.457
H 2.013 -0.313 1.378
H -0.557 -1.172 0.740
H -1.470 0.862 -0.179
H -1.230 0.708 2.855
H -2.316 1.753 1.984
H -3.292 -0.464 2.802
H -2.333 -1.288 1.615
H -3.556 0.384 -0.114
H -4.382 -1.036 0.507
H -5.788 1.001 0.576
H -4.665 1.753 1.714
H -6.187 0.638 2.963
H 0.387 2.370 1.669
H -1.896 3.092 0.160
H -0.529 3.511 -0.864
H 0.390 5.008 0.787
H -1.294 5.382 0.548
H -0.159 3.890 2.984
H -1.890 4.086 2.650
H -0.866 5.489 2.934
H 2.008 1.673 0.323
H -0.017 1.371 -1.751
H 1.911 0.247 -3.039
H 2.980 1.119 -1.919
H 2.345 2.146 -4.224
H 0.781 2.486 -3.527
H -1.664 5.849 -3.476
H 2.142 -1.456 -1.835
H 2.749 -0.650 -0.420
H 1.009 -2.894 0.422
H 2.192 -3.421 -0.736
H 3.145 -1.790 1.625
H 2.913 -3.551 1.688
H -1.451 -0.788 -1.343
H -0.373 -0.567 -2.699
H 0.481 -2.965 -2.180
H -1.169 -2.797 -2.754
H -2.436 -4.374 -1.573
H -2.935 -2.790 -0.955
H -3.655 -4.638 0.558
H -1.985 -5.184 0.732
H -2.490 -3.623 1.402
C 2.236 -2.691 -4.898
N 1.542 -1.462 -5.383
O 0.335 -1.494 -5.496
O 2.248 -0.505 -5.629
H 1.489 -3.455 -4.718
H 2.939 -2.987 -5.670
H 2.783 -2.421 -3.998

---

| no. | highest occupied orbital energy (eV) |
| --- | --- |
| 1 | -13.60 |
| 2 | -10.06 |
| 3 | -16.66 |
| 4 | -8.58 |
| 5 | -9.39 |
| 6 | -10.99 |